No. 1
DFT (the ωB97M-V functional and the def2-TZVPD basis) results for a single C17H29O6P molecule in a non-equilibrium geometry.

Geometry as XYZ:
```
53
Properties=species:S:1:pos:R:3:nbo_charge:R:1
C -6.1671 -0.9611 1.7136 -0.252
O -5.5314 -0.2872 0.6538 -0.493
C -4.2500 -0.6307 0.3460 0.317
C -3.5040 -1.6053 0.9923 -0.336
C -2.2085 -1.8530 0.5703 -0.153
C -1.6289 -1.1597 -0.4768 -0.078
C -0.1878 -1.4102 -0.8132 -0.263
O 0.1757 -1.3421 -2.1553 -0.707
P 0.7764 -0.1980 0.2258 2.341
O 0.6923 -0.3520 1.6837 -1.107
O 0.2180 1.1934 -0.3396 -0.822
C 0.2492 2.3203 0.5227 -0.059
C 1.6554 2.8977 0.6831 -0.245
C 1.6234 4.0792 1.6481 -0.604
C 2.2262 3.3055 -0.6712 -0.610
O 2.2861 -0.1987 -0.3444 -0.816
C 3.2840 -0.9038 0.3709 -0.061
C 3.1650 -2.4187 0.2078 -0.242
C 4.2492 -3.1126 1.0279 -0.603
C 3.2483 -2.8152 -1.2629 -0.619
C -2.3843 -0.1663 -1.1223 0.312
O -1.7813 0.5041 -2.1483 -0.520
C -2.4532 1.5898 -2.7383 -0.249
C -3.6828 0.0808 -0.7114 -0.314
H -5.6410 -0.8062 2.6607 0.178
H -6.2499 -2.0342 1.5144 0.177
H -7.1646 -0.5294 1.7805 0.200
H -3.9069 -2.1710 1.8158 0.222
H -1.6258 -2.6048 1.0805 0.217
H 0.0946 -2.4099 -0.4664 0.217
H -0.1250 -0.4853 -2.4888 0.494
H -0.1401 2.0265 1.5035 0.202
H -0.4220 3.0561 0.0689 0.180
H 2.2798 2.1035 1.1067 0.206
H 2.6247 4.4795 1.7851 0.213
H 1.2386 3.7727 2.6176 0.212
H 0.9869 4.8709 1.2581 0.200
H 1.6245 4.0982 -1.1123 0.196
H 2.2295 2.4523 -1.3445 0.225
H 3.2466 3.6649 -0.5606 0.208
H 4.2378 -0.5450 -0.0270 0.185
H 3.2100 -0.6478 1.4339 0.197
H 2.1822 -2.7020 0.6029 0.195
H 5.2361 -2.8234 0.6729 0.202
H 4.1673 -2.8448 2.0785 0.211
H 4.1549 -4.1919 0.9386 0.213
H 3.1105 -3.8883 -1.3744 0.206
H 2.4793 -2.3062 -1.8383 0.236
H 4.2217 -2.5474 -1.6691 0.199
H -2.7102 2.3512 -1.9962 0.181
H -1.7539 2.0104 -3.4596 0.202
H -3.3596 1.2659 -3.2595 0.181
H -4.2963 0.8295 -1.1840 0.225
```

Computed properties:
Gap between HOMO and LUMO   9.037 eV
Total charge   0



No. 2
DFT (the ωB97M-V functional and the def2-TZVPD basis) results for a molecular structure, C17H30AlNO2P2S in a non-equilibrium geometry.

Geometry as XYZ:
```
54
Properties=species:S:1:pos:R:3:nbo_charge:R:1
C -2.9167 -3.2967 -0.2065 -0.252
C -2.2087 -2.1176 -0.4856 0.279
N -1.1705 -1.7296 0.3133 -0.524
C -0.8084 -2.4837 1.3915 0.257
C -1.5104 -3.6497 1.7216 -0.255
C -2.5748 -4.0645 0.9115 -0.135
C -2.5842 -1.2117 -1.6304 -0.798
P -1.1477 -0.1358 -2.1287 0.957
Al -0.1623 0.1411 -0.0776 0.724
P 0.6537 -0.1772 2.0224 0.961
C 0.4112 -2.0301 2.1615 -0.752
O -4.7215 1.0835 -1.0885 -0.983
O -2.8330 2.8561 -0.2350 -1.017
H -3.7425 -3.5913 -0.8603 0.228
H -1.2080 -4.2324 2.5966 0.226
H -3.1293 -4.9782 1.1483 0.227
C -0.2320 -1.1128 -3.3946 -0.938
C -1.8823 1.2446 -3.0877 -0.945
H 0.3943 -2.4019 3.2009 0.241
H 1.3054 -2.4546 1.6635 0.270
H -3.3599 -0.4783 -1.2983 0.324
H -3.0175 -1.7880 -2.4673 0.241
C 2.4298 0.0788 2.4176 -0.944
C -0.2273 0.5191 3.4835 -0.947
H -2.2426 2.1070 0.0801 0.509
H -2.1969 3.4661 -0.6511 0.486
H -4.1092 1.8397 -0.8790 0.507
H -5.0954 0.8734 -0.2142 0.467
H 1.2284 -0.6096 -0.6375 -0.385
H -1.5315 0.9382 0.5468 -0.427
H -0.8660 -1.3545 -4.2661 0.228
H 0.6432 -0.5280 -3.7237 0.252
H 0.1322 -2.0384 -2.9203 0.249
H -2.5092 0.8839 -3.9204 0.233
H -2.4795 1.8526 -2.3924 0.263
H -1.0531 1.8596 -3.4763 0.256
H 0.1649 0.1266 4.4385 0.227
H -0.1184 1.6165 3.4623 0.255
H -1.2986 0.2799 3.3837 0.249
H 2.6989 -0.2958 3.4206 0.228
H 3.0298 -0.4242 1.6426 0.263
H 2.6329 1.1614 2.3580 0.267
S 0.8305 2.1604 -0.5962 -0.372
C 2.6005 2.0378 -0.3570 -0.148
C 3.2133 2.8942 0.5685 -0.256
C 4.5977 2.8603 0.7494 -0.216
C 5.3782 1.9775 -0.0020 -0.245
C 4.7720 1.1304 -0.9367 -0.220
C 3.3841 1.1617 -1.1188 -0.177
H 2.6155 3.5879 1.1470 0.220
H 5.0651 3.5210 1.4675 0.209
H 6.4508 1.9554 0.1351 0.208
H 5.3792 0.4556 -1.5253 0.206
H 2.9260 0.5144 -1.8546 0.216
```

Computed properties:
Gap between HOMO and LUMO   7.333 eV
Total charge   0



No. 3
DFT (the ωB97M-V functional and the def2-TZVPD basis) results for a molecular structure, C17H30AsN2O5PPt.

Geometry as XYZ:
```
57
Properties=species:S:1:pos:R:3:nbo_charge:R:1
Pt -0.0575 -0.4210 1.1732 0.364
C 0.4436 2.0879 3.8555 -0.259
O -0.6224 1.1342 3.8974 -0.823
P -0.3780 -0.3337 3.2969 1.845
O 0.7535 -0.8542 4.2949 -0.818
C 1.3470 -2.1390 4.0893 -0.256
O -1.6528 -1.1012 3.8594 -0.815
C -2.8550 -1.2012 3.0813 -0.267
H -0.0049 3.0750 3.9324 0.201
H 1.0027 2.0046 2.9194 0.175
H 1.1184 1.9235 4.6940 0.201
H 2.3611 -2.0940 4.4774 0.200
H 1.3701 -2.3950 3.0258 0.179
H 0.7797 -2.8952 4.6296 0.200
H -3.4200 -2.0336 3.4913 0.205
H -2.6260 -1.3875 2.0296 0.212
H -3.4393 -0.2866 3.1890 0.182
C -0.6566 -3.5116 -1.8108 -1.005
As -1.9774 -2.1183 -1.7888 1.994
C -3.6869 -2.9388 -2.1050 -0.997
C -1.6236 -0.9789 -3.2994 -0.999
O -1.9644 -1.2863 -0.3564 -1.238
H -0.5383 -3.9070 -2.8184 0.245
H -0.9765 -4.3076 -1.1405 0.251
H 0.2793 -3.0860 -1.4516 0.272
H -3.7018 -3.4359 -3.0736 0.248
H -4.4565 -2.1699 -2.0716 0.252
H -3.8721 -3.6638 -1.3147 0.255
H -1.6541 -1.5509 -4.2255 0.249
H -0.6433 -0.5227 -3.1739 0.244
H -2.3793 -0.1963 -3.3303 0.246
N -1.3570 1.2533 0.5544 -0.851
C -0.8141 2.0485 -0.5134 0.215
C -1.5170 2.2122 -1.6976 -0.270
C -0.9628 2.9535 -2.7320 -0.191
C 0.2813 3.5483 -2.5771 -0.227
C 0.9744 3.3921 -1.3840 -0.187
C 0.4377 2.6308 -0.3571 -0.279
H -2.1714 0.7203 0.2501 0.435
H -1.5996 1.8198 1.3611 0.404
H -2.4995 1.7688 -1.8056 0.219
H -1.5152 3.0819 -3.6536 0.226
H 0.7024 4.1417 -3.3774 0.226
H 1.9406 3.8618 -1.2515 0.221
H 0.9812 2.4818 0.5689 0.224
O 1.2241 -1.0528 -0.5737 -0.664
N 2.3194 -0.3307 -0.7549 0.059
C 3.2613 -0.2834 0.2055 0.027
C 4.4092 0.4514 0.0188 -0.218
C 4.5940 1.1531 -1.1647 -0.160
C 3.5972 1.1067 -2.1258 -0.210
C 2.4615 0.3617 -1.8967 0.039
H 3.0212 -0.8462 1.0947 0.247
H 5.1519 0.4642 0.8031 0.247
H 5.4960 1.7242 -1.3315 0.242
H 3.6846 1.6474 -3.0571 0.245
H 1.6298 0.2804 -2.5788 0.238
```

Computed properties:
Gap between HOMO and LUMO (spin up / spin down)   7.544 / 7.843 eV
⟨S²⟩   0.753
2S+1   2
Total charge   +1



No. 4
DFT (the ωB97M-V functional and the def2-TZVPD basis) results for a molecular structure, C17H30AsN2O5PPt.

Geometry as XYZ:
```
57
Properties=species:S:1:pos:R:3:nbo_charge:R:1
Pt -0.0510 -0.3099 0.9206 0.876
C 0.2730 2.0556 3.8007 -0.265
O -0.8097 1.1063 3.7626 -0.824
P -0.5426 -0.3300 3.1233 1.835
O 0.5878 -0.8919 4.0743 -0.813
C 1.2000 -2.1701 3.8290 -0.255
O -1.8187 -1.1384 3.5816 -0.810
C -3.0648 -1.0525 2.8641 -0.270
H -0.1706 3.0348 3.9537 0.210
H 0.8362 2.0440 2.8626 0.178
H 0.9415 1.8153 4.6238 0.211
H 2.1808 -2.1442 4.2925 0.212
H 1.3048 -2.3497 2.7570 0.183
H 0.5929 -2.9528 4.2787 0.202
H -3.6685 -1.8898 3.1992 0.213
H -2.8949 -1.1297 1.7899 0.212
H -3.5680 -0.1204 3.1201 0.189
C -0.3410 -3.6213 -1.2738 -0.996
As -1.5361 -2.1538 -1.5534 1.985
C -3.2573 -2.8821 -1.9715 -0.991
C -0.9604 -1.1002 -3.0431 -0.997
O -1.7639 -1.2319 -0.1559 -1.195
H -0.2014 -4.1418 -2.2212 0.255
H -0.7738 -4.2998 -0.5419 0.253
H 0.6099 -3.2205 -0.9314 0.283
H -3.1956 -3.4801 -2.8799 0.254
H -3.9642 -2.0678 -2.1150 0.255
H -3.5834 -3.5066 -1.1425 0.257
H -0.9495 -1.7134 -3.9435 0.254
H 0.0384 -0.7358 -2.8174 0.280
H -1.6511 -0.2686 -3.1709 0.252
N -1.4493 1.4784 0.6446 -0.815
C -1.0474 2.3307 -0.4448 0.100
C -1.8109 2.3968 -1.6005 -0.246
C -1.3974 3.2073 -2.6480 -0.190
C -0.2358 3.9584 -2.5335 -0.211
C 0.5197 3.8890 -1.3710 -0.195
C 0.1233 3.0649 -0.3286 -0.195
H -2.3038 0.9784 0.4135 0.416
H -1.5979 1.9975 1.5042 0.407
H -2.7305 1.8273 -1.6761 0.214
H -1.9937 3.2633 -3.5491 0.227
H 0.0784 4.5981 -3.3470 0.230
H 1.4290 4.4676 -1.2770 0.230
H 0.7297 2.9818 0.5661 0.213
O 1.0898 -0.9071 -0.6442 -0.718
N 2.2299 -0.0626 -0.5456 -0.162
C 3.3359 -0.7110 0.0182 -0.047
C 4.5922 -0.5129 -0.4612 -0.236
C 4.8169 0.3060 -1.5819 -0.254
C 3.6929 0.8842 -2.2018 -0.222
C 2.4419 0.6828 -1.7124 -0.066
H 3.1052 -1.3383 0.8668 0.201
H 5.4169 -1.0013 0.0401 0.229
H 5.8106 0.4581 -1.9734 0.222
H 3.8061 1.5007 -3.0838 0.226
H 1.5497 1.1093 -2.1456 0.208
```

Computed properties:
Gap between HOMO and LUMO (spin up / spin down)   6.343 / 7.189 eV
⟨S²⟩   3.788
2S+1   4
Total charge   +1



> What is the total charge in the first record?

0